Entry 1:
86
Properties=species:S:1:pos:R:3:forces:R:3:mulliken_spin:R:1 method="wB97M-V/def2-TZVPD" e_above_lowest_kcal_mol=15.34 homo_lumo_gap_ev="2.8 / 6.5" e_lumo_ev="4.0 / 4.0" spin_multiplicity=3 total_charge=-2 energy_ha=-4543.50125
Ti 0.27211 0.32143 -0.91506 0.8 -2.0 2.0 1.17
C -4.81056 1.96914 0.52362 1.1 -0.5 -0.6 0.00
C -3.31537 2.14360 0.20396 0.4 -0.7 0.4 0.01
C -2.62658 3.34393 0.14539 0.9 -0.1 -1.5 -0.01
C -1.39128 3.04048 -0.53511 0.5 -2.0 2.3 -0.01
N -1.24606 1.66359 -0.61614 -3.4 3.4 0.5 -0.01
N -2.45618 1.12171 -0.17694 -0.4 1.9 -0.1 -0.01
B -2.51669 -0.35641 0.30631 0.6 0.0 -0.3 0.07
N -1.45617 -0.39365 1.51046 0.4 0.6 0.0 -0.02
N -0.38551 0.50512 1.60594 -0.9 0.1 -0.1 -0.01
C 0.18142 0.33730 2.82350 -1.2 -1.7 -2.2 0.00
C -0.41692 -0.78164 3.41586 -0.4 -1.1 1.7 0.02
C -1.47456 -1.16382 2.60229 -0.2 -0.9 0.5 0.00
C -2.57229 -2.18480 2.88985 0.4 0.6 -0.9 0.01
C 1.21281 1.18779 3.37084 0.1 -1.0 1.7 -0.01
C 1.66416 2.33976 2.74773 -0.2 -1.0 -0.8 0.00
C 2.47213 3.18251 3.45898 1.7 1.9 -0.4 0.00
C 2.99655 2.89993 4.70872 -1.4 -1.5 -0.5 0.00
C 2.53687 1.70967 5.28502 0.4 0.3 0.1 0.00
C 1.65104 0.82576 4.69654 -0.3 2.6 -1.7 0.00
N -2.09763 -1.21930 -0.93591 0.1 -0.4 -0.3 -0.03
N -1.43229 -0.58140 -2.00390 -1.4 -2.2 0.3 0.03
C -1.46571 -1.47982 -3.00946 -0.7 -1.0 1.1 0.02
C -2.05311 -2.71081 -2.60319 -0.4 1.5 2.0 -0.02
C -2.45182 -2.50312 -1.23334 1.9 1.3 -3.3 0.02
C -3.23536 -3.40898 -0.40375 -0.9 -1.3 -0.8 0.00
C -1.06267 -1.24291 -4.38631 0.8 0.1 0.1 -0.02
C -0.55192 -2.31864 -5.09681 0.5 -0.4 -1.5 0.01
C -0.25428 -2.23263 -6.46293 -0.3 -0.8 0.4 0.00
C -0.36756 -1.01025 -7.12177 -0.5 -1.2 -0.6 0.00
C -0.65710 0.09201 -6.38253 -0.3 2.4 3.0 0.00
C -1.03262 -0.00338 -4.98656 0.4 0.5 -1.5 0.01
C -0.17958 3.88090 -0.77413 -0.8 0.1 -2.1 0.02
C 0.23227 4.92632 0.07975 -0.7 -1.6 0.5 0.01
C 1.28246 5.69273 -0.31559 1.4 1.9 -0.2 0.00
C 1.85404 5.61820 -1.61221 0.0 0.8 1.2 0.00
C 1.45023 4.63638 -2.46626 -1.5 -0.7 0.8 0.00
C 0.39997 3.75233 -2.06322 0.0 1.4 -0.3 0.02
H -5.03093 1.21633 1.27279 0.2 -0.2 0.1 0.00
H -5.32160 1.66730 -0.39727 0.0 0.0 0.1 0.00
H -5.25300 2.90064 0.84237 0.1 0.4 0.1 0.00
H -2.96793 4.33227 0.46154 0.0 -0.4 -0.4 0.00
H -3.68882 -0.70796 0.57528 1.1 0.4 0.3 0.00
H -0.13138 -1.36270 4.33556 -0.4 0.9 -1.1 0.00
H -2.68144 -2.97769 2.11507 0.3 0.8 0.7 0.00
H -3.49994 -1.62479 2.97792 -0.4 0.0 -0.2 0.00
H -2.39903 -2.63251 3.84807 0.3 -0.4 0.3 0.00
H 1.47056 2.46599 1.66336 -0.2 0.3 1.0 0.01
H 2.81963 4.09783 2.97194 -0.1 -0.2 0.0 0.00
H 3.70792 3.49398 5.24550 0.1 0.5 0.0 0.00
H 2.92301 1.54784 6.25188 0.2 -0.6 1.2 0.00
H 1.10860 0.10578 5.26950 0.2 -0.7 0.0 0.00
H -2.31475 -3.56662 -3.20598 0.2 0.1 0.0 0.00
H -2.70281 -3.88461 0.38611 0.8 0.0 0.7 0.00
H -3.63781 -4.29922 -1.00027 0.3 1.5 0.5 0.00
H -4.00297 -2.77845 0.00482 -0.9 -0.2 0.5 0.00
H -0.29410 -3.22740 -4.59121 -0.3 -0.4 0.3 0.00
H 0.05084 -3.15296 -7.01275 -0.2 0.9 0.5 0.00
H -0.39737 -1.00283 -8.20934 0.7 0.3 0.1 0.00
H -0.43276 1.13063 -6.69243 -0.6 -0.8 -0.4 0.00
H -1.22885 0.87216 -4.33498 0.0 -0.5 -0.9 0.00
H -0.28005 5.03943 1.05507 0.6 0.0 -0.6 0.00
H 1.70989 6.47239 0.35205 -0.6 -0.5 -0.4 0.00
H 2.51899 6.44376 -1.93574 -0.1 -0.9 0.3 0.00
H 1.84247 4.64257 -3.45161 0.1 -0.4 -0.8 0.00
H -0.12014 3.21162 -2.87857 0.6 -0.2 1.0 0.00
S 4.19479 0.52043 -2.88173 1.7 -0.2 -0.6 0.00
C 2.81141 0.80383 -2.15675 -3.4 0.8 1.5 0.04
S 1.17313 0.65299 -2.95408 2.1 0.1 -1.6 -0.02
S 2.43101 1.26048 -0.45652 1.4 0.3 -0.8 -0.01
O -0.23980 -3.96042 3.15255 0.1 -1.2 -0.2 0.01
S 0.45125 -4.34854 1.91633 1.5 4.8 1.0 0.04
O 0.45447 -5.70831 1.53883 -0.7 -2.6 -0.5 0.00
N 0.01546 -3.29916 0.77823 -0.1 0.3 -0.6 0.09
C 1.02255 -2.39989 0.49192 0.6 -1.2 1.0 0.24
O 0.92810 -1.38950 -0.29966 -0.9 0.2 -0.5 -0.01
C 2.27802 -2.70615 1.16911 0.4 1.4 -1.6 0.02
C 3.55471 -2.09420 0.95834 -0.8 0.5 -0.2 0.07
C 4.62133 -2.57714 1.66630 -0.3 0.4 -0.3 -0.03
C 4.49663 -3.75862 2.38693 1.1 -0.7 1.0 0.15
C 3.29082 -4.33696 2.67476 -1.2 0.3 -1.6 -0.06
C 2.17052 -3.77319 2.01201 -0.2 -1.9 1.7 0.14
H 3.63640 -1.29785 0.20959 0.0 0.0 0.6 0.03
H 5.56166 -2.06684 1.77648 0.4 0.2 -0.8 -0.01
H 5.42929 -4.27248 2.62362 -0.2 0.2 0.6 0.02
H 3.25580 -5.27025 3.20141 -0.3 -0.3 0.3 0.00

Entry 2:
84
Properties=species:S:1:pos:R:3:forces:R:3:mulliken_spin:R:1 method="wB97M-V/def2-TZVPD" e_above_lowest_kcal_mol=1.97 homo_lumo_gap_ev="7.8 / 8.1" e_lumo_ev="0.2 / 0.2" spin_multiplicity=3 energy_ha=-4584.08094
V -0.58515 -0.65326 -0.09475 -0.3 0.3 0.7 2.11
S 0.07899 0.69771 1.98739 -0.1 -0.1 -0.2 -0.03
C -1.56997 0.28539 2.29100 0.0 0.0 0.1 0.02
C -2.35412 0.74078 3.36502 0.0 0.0 0.0 -0.01
C -3.67275 0.36350 3.43278 0.0 0.0 0.0 0.01
C -4.22125 -0.46013 2.44092 0.0 0.0 0.0 -0.01
C -3.40247 -0.87551 1.42110 0.1 -0.1 0.0 0.03
N -2.10831 -0.52831 1.36430 -0.2 0.2 -0.1 -0.04
H -1.90200 1.38478 4.10601 0.0 0.0 0.0 0.00
H -4.29266 0.71018 4.25025 0.0 0.0 0.0 0.00
H -5.25728 -0.76455 2.46816 0.0 0.0 0.0 0.00
H -3.75119 -1.51260 0.61620 0.0 0.0 0.0 0.00
C 4.79104 -3.15252 0.41272 0.0 0.0 0.0 0.00
C 4.30012 -2.15966 1.24993 0.0 0.0 0.0 0.00
C 2.93583 -2.05023 1.46588 0.0 0.0 0.0 0.00
C 2.05453 -2.94505 0.85745 0.0 0.0 0.0 0.00
C 2.55104 -3.93434 0.01645 0.0 0.0 0.0 0.00
C 3.91748 -4.03604 -0.20332 0.0 0.0 0.0 0.00
P 0.28390 -2.65351 1.08988 0.1 -0.2 -0.2 -0.03
C -0.15444 -3.36591 2.70170 0.0 0.0 0.0 0.00
C 0.80608 -3.76965 3.62366 0.0 0.0 0.0 0.00
C 0.41981 -4.28172 4.85522 0.0 0.0 0.0 0.00
C -0.92438 -4.39212 5.17525 0.0 0.0 0.0 0.00
C -1.88765 -3.99231 4.25779 0.0 0.0 0.0 0.00
C -1.50565 -3.48111 3.02882 0.0 0.0 0.0 0.00
C -0.68577 -3.49520 -0.17306 0.0 -0.1 0.0 -0.05
C -0.91242 -4.84766 -0.42211 0.0 0.0 0.0 -0.01
C -1.74051 -5.18794 -1.47758 0.0 0.0 0.0 0.01
C -2.33272 -4.18787 -2.25082 0.0 0.0 0.0 0.00
C -2.11880 -2.84580 -1.97125 0.0 0.0 0.0 0.02
C -1.28263 -2.46412 -0.91595 0.0 -0.1 0.1 -0.04
H 5.85496 -3.22626 0.22873 0.0 0.0 0.0 0.00
H 4.97843 -1.45729 1.71688 0.0 0.0 0.0 0.00
H 2.54520 -1.25599 2.09410 0.0 0.0 0.0 0.00
H 1.87060 -4.60961 -0.48684 0.0 0.0 0.0 0.00
H 4.29872 -4.80008 -0.86841 0.0 0.0 0.0 0.00
H 1.85802 -3.68874 3.38211 0.0 0.0 0.0 0.00
H 1.17509 -4.59581 5.56405 0.0 0.0 0.0 0.00
H -1.22278 -4.79175 6.13584 0.0 0.0 0.0 0.00
H -2.93931 -4.07948 4.49932 0.0 0.0 0.0 0.00
H -2.26100 -3.18071 2.31335 0.0 0.0 0.0 0.00
H -0.46120 -5.61401 0.19860 0.0 0.0 0.0 0.00
H -1.93517 -6.22894 -1.70325 0.0 0.0 0.0 0.00
H -2.97755 -4.47099 -3.07481 0.0 0.0 0.0 0.00
H -2.61145 -2.09052 -2.57536 0.0 0.0 0.0 0.00
O 5.27024 0.86179 -1.38085 0.1 0.0 0.0 0.00
C 4.91616 2.09594 -1.06103 0.0 0.0 0.0 0.00
O 5.73168 2.95969 -0.85924 0.0 0.0 0.0 0.00
C 3.45269 2.38382 -0.96273 0.0 0.0 0.0 0.00
C 2.92475 3.63433 -0.70273 0.0 0.0 0.1 0.00
Cl 3.69940 5.10350 -0.35265 0.0 0.0 0.0 0.00
N 1.57264 3.52092 -0.68617 0.0 0.0 -0.1 0.00
N 1.18949 2.25588 -0.89781 -0.1 0.0 -0.1 0.00
C 2.29748 1.56009 -1.06251 0.0 0.0 0.0 0.00
C 2.16355 0.09113 -1.32273 -0.1 -0.1 0.2 0.01
O 3.12694 -0.56509 -1.70120 0.0 0.0 -0.1 0.02
O 0.98676 -0.39070 -1.14529 0.4 0.1 -0.5 -0.02
C 0.55773 4.49956 -0.45528 0.0 0.0 0.0 0.00
C -0.49512 4.14887 0.37843 0.0 0.0 0.0 -0.01
C -1.50138 5.07281 0.61092 0.0 0.0 0.0 0.00
C -1.45532 6.32796 0.01784 0.0 0.0 0.0 0.00
C -0.40586 6.65527 -0.82888 0.0 0.0 0.0 0.00
C 0.60617 5.73821 -1.07690 0.0 0.0 0.0 0.00
H 4.48290 0.27669 -1.55387 -0.1 -0.1 0.0 0.00
H -0.51003 3.16532 0.83269 0.0 0.0 0.0 0.01
H -2.32228 4.80814 1.26472 0.0 0.0 0.0 0.00
H -2.23889 7.04896 0.21120 0.0 0.0 0.0 0.00
H -0.36987 7.62809 -1.30127 0.0 0.0 0.0 0.00
H 1.42245 5.98676 -1.74023 0.0 0.0 0.0 0.00
C -2.65398 3.72469 -2.63595 0.0 0.0 0.0 0.00
N -1.73717 2.73635 -3.14687 0.0 -0.1 0.0 0.00
C -0.79611 3.05721 -4.21419 0.0 0.0 0.0 0.00
C 0.02359 1.76124 -4.36460 0.1 0.0 0.0 0.00
N -0.55413 0.91031 -3.33573 0.0 -0.1 0.0 0.00
C -1.48966 1.53428 -2.61680 0.1 0.0 0.0 0.01
S -2.24507 0.88100 -1.24701 0.1 0.0 0.0 -0.01
H -3.35630 4.02502 -3.41598 0.0 0.0 0.0 0.00
H -2.10645 4.60360 -2.28871 0.0 0.0 0.0 0.00
H -3.20394 3.29739 -1.80181 0.0 0.0 0.0 0.00
H -0.17796 3.90678 -3.91195 0.0 0.0 0.0 0.00
H -1.32639 3.32619 -5.12902 0.0 0.0 0.0 0.00
H 1.08680 1.92571 -4.18397 0.0 0.0 0.0 0.00
H -0.09622 1.31279 -5.35054 0.0 0.0 0.0 0.00
H -0.11851 0.07445 -2.97464 0.1 0.1 0.0 0.01